No. 1
{"formula": "C3H6F2OP2", "method": "ωB97M-V/def2-TZVPD", "species": ["C", "C", "C", "O", "F", "F", "P", "P", "H", "H", "H", "H", "H", "H"], "coordinates": [[-0.60, 0.15, -0.14], [1.28, 0.79, -0.05], [-0.96, -1.30, -0.35], [0.34, 0.73, -1.08], [1.17, 1.85, 0.73], [-1.37, -1.81, 0.84], [-1.79, 1.19, 0.62], [2.44, -0.51, 0.14], [-0.24, -1.93, -0.83], [-1.82, -1.33, -1.06], [-2.65, 0.19, 0.75], [-2.40, 1.74, -0.75], [2.96, 0.02, 1.42], [3.62, 0.20, -0.24]], "gap_ev": [8.162, 8.163], "de_lowest_kcal_mol": 59.4, "homo_ha": [-0.30153, -0.30153], "lumo_energy_ev": [-0.043, -0.042]}

=====

No. 2
{"formula": "C4H7OP", "method": "ωB97M-V/def2-TZVPD", "species": ["C", "C", "C", "C", "O", "P", "H", "H", "H", "H", "H", "H", "H"], "coordinates": [[-0.87, 1.06, 0.25], [0.39, 1.38, 0.06], [-1.29, -0.36, -0.12], [0.11, -1.15, 0.30], [2.75, -0.23, 0.19], [1.39, -0.06, -0.38], [-1.73, 1.80, 0.52], [0.71, 2.38, 0.16], [-2.07, -0.64, 0.51], [-1.48, -0.63, -1.14], [0.47, -1.00, 1.39], [0.19, -2.17, 0.02], [1.44, -0.38, -1.75]], "gap_ev": 10.713, "smiles": "O=[P@@H]1C=CCC1", "de_lowest_kcal_mol": 12.0, "homo_ha": -0.36304, "lumo_energy_ev": 0.834}

=====

No. 3
{"formula": "C25H28F5HgO2", "method": "ωB97M-V/def2-TZVPD", "species": ["O", "C", "C", "H", "H", "C", "H", "H", "C", "H", "H", "H", "C", "H", "H", "H", "Hg", "C", "C", "C", "H", "C", "C", "H", "H", "H", "H", "C", "C", "C", "H", "C", "C", "H", "H", "H", "H", "O", "C", "C", "H", "H", "C", "H", "H", "C", "H", "H", "H", "H", "F", "C", "C", "C", "F", "C", "F", "C", "F", "C", "F"], "coordinates": [[-0.39, 0.75, -3.71], [-0.31, 1.94, -4.54], [-0.07, 1.18, -5.85], [0.53, 2.53, -4.18], [-1.24, 2.52, -4.56], [-0.12, -0.06, -4.92], [0.92, 1.37, -6.29], [-0.88, 1.18, -6.59], [1.19, -0.79, -4.96], [2.05, -0.13, -4.79], [1.35, -1.22, -5.97], [1.23, -1.62, -4.25], [-1.29, -1.00, -5.13], [-2.21, -0.41, -5.17], [-1.32, -1.70, -4.28], [-1.19, -1.56, -6.06], [-0.23, 2.65, 0.74], [-2.95, -1.33, 3.51], [-3.27, 0.06, 3.50], [-3.52, 0.45, 2.14], [-3.31, 0.70, 4.38], [-3.39, -0.71, 1.33], [-3.01, -1.79, 2.17], [-2.79, -2.80, 1.85], [-2.68, -1.94, 4.37], [-3.75, 1.46, 1.78], [-3.55, -0.77, 0.25], [0.87, -1.93, 4.05], [0.09, -2.83, 3.29], [0.39, -2.64, 1.92], [-0.64, -3.54, 3.68], [1.38, -1.62, 1.82], [1.69, -1.19, 3.15], [2.42, -0.45, 3.42], [0.87, -1.85, 5.13], [-0.05, -3.21, 1.11], [1.84, -1.26, 0.91], [1.41, -1.47, -2.03], [0.12, -1.80, -1.44], [-0.59, -0.52, -0.98], [0.28, -2.45, -0.56], [-0.49, -2.37, -2.17], [0.51, 0.57, -1.12], [-0.95, -0.61, 0.06], [-1.47, -0.30, -1.61], [1.64, -0.04, -1.96], [1.03, 0.67, -0.14], [0.07, 1.52, -1.47], [2.63, 0.18, -1.50], [1.69, 0.37, -2.99], [-0.57, 1.01, 3.43], [0.46, 1.89, 3.67], [0.91, 2.67, 2.60], [2.14, 3.31, 2.80], [2.77, 3.90, 1.74], [2.80, 3.27, 4.04], [4.02, 3.84, 4.20], [2.24, 2.59, 5.12], [2.81, 2.64, 6.34], [1.12, 1.80, 4.89], [0.76, 0.86, 5.81]], "gap_ev": [4.414, 4.013], "de_lowest_kcal_mol": 4.9, "homo_ha": [-0.12673, -0.10425], "total_charge": -1, "lumo_energy_ev": [0.966, 1.176]}

=====

No. 4
{"formula": "C21H10Cl2F5N5O3Tc", "method": "ωB97M-V/def2-TZVPD", "species": ["Tc", "Cl", "C", "C", "C", "N", "C", "O", "C", "C", "C", "C", "C", "N", "C", "C", "C", "Cl", "N", "C", "O", "C", "C", "C", "C", "C", "N", "H", "H", "H", "H", "H", "H", "H", "H", "H", "H", "O", "C", "N", "F", "C", "F", "C", "F", "F", "F"], "coordinates": [[0.24, -0.08, 0.06], [7.00, -0.35, 1.82], [5.54, -0.27, 0.89], [4.32, -0.34, 1.56], [3.14, -0.28, 0.84], [1.84, -0.27, 1.37], [1.66, 0.27, 2.63], [2.26, 0.01, 3.64], [0.66, 1.41, 2.59], [0.44, 2.19, 3.70], [-0.39, 3.30, 3.57], [-0.96, 3.56, 2.34], [-0.71, 2.71, 1.28], [0.11, 1.66, 1.40], [3.18, -0.15, -0.55], [4.39, -0.08, -1.22], [5.57, -0.14, -0.49], [7.08, -0.05, -1.34], [1.90, -0.18, -1.15], [1.77, -0.85, -2.35], [2.51, -0.82, -3.30], [0.63, -1.83, -2.28], [0.39, -2.75, -3.27], [-0.59, -3.71, -3.08], [-1.30, -3.70, -1.89], [-1.03, -2.73, -0.94], [-0.07, -1.82, -1.13], [4.30, -0.46, 2.63], [0.94, 1.93, 4.62], [-0.58, 3.94, 4.42], [-1.62, 4.41, 2.20], [-1.17, 2.88, 0.33], [4.43, 0.03, -2.29], [1.00, -2.70, -4.17], [-0.79, -4.46, -3.83], [-2.08, -4.43, -1.69], [-1.58, -2.66, -0.02], [-2.81, -1.44, 2.83], [-2.03, -1.05, 2.04], [-1.24, -0.65, 1.24], [-2.19, 1.34, -0.85], [-1.05, 0.86, -1.44], [-1.49, 0.02, -2.44], [-0.39, 2.06, -2.20], [0.12, 1.68, -3.36], [0.62, 2.58, -1.47], [-1.25, 3.06, -2.42]], "gap_ev": [7.052, 6.178], "s2": 3.774, "multiplicity": 4, "homo_ha": [-0.28885, -0.30123], "lumo_energy_ev": [-0.808, -2.018]}

=====

No. 5
{"formula": "C21H20Br2CoN2O4Sb", "method": "ωB97M-V/def2-TZVPD", "species": ["Co", "Br", "C", "C", "C", "N", "C", "C", "C", "C", "C", "Br", "C", "C", "N", "H", "H", "H", "H", "H", "H", "O", "C", "O", "C", "C", "C", "C", "O", "C", "O", "C", "C", "H", "H", "H", "H", "H", "C", "Sb", "C", "C", "H", "H", "H", "H", "H", "H", "H", "H", "H"], "coordinates": [[-0.62, -0.26, -0.36], [-2.16, 5.81, -2.57], [-1.60, 4.15, -1.93], [-0.54, 3.49, -2.53], [-0.17, 2.27, -2.02], [-0.78, 1.70, -0.97], [-1.79, 2.35, -0.37], [-2.24, 3.58, -0.84], [-2.38, 1.68, 0.82], [-3.24, 2.31, 1.69], [-3.71, 1.61, 2.79], [-4.89, 2.43, 3.99], [-3.31, 0.30, 3.00], [-2.44, -0.26, 2.08], [-1.99, 0.40, 1.01], [-0.02, 3.92, -3.37], [0.66, 1.71, -2.45], [-3.07, 4.08, -0.38], [-3.53, 3.34, 1.55], [-3.65, -0.27, 3.85], [-2.09, -1.28, 2.20], [1.44, -2.79, 1.45], [1.73, -1.73, 0.95], [0.97, -1.04, 0.16], [3.10, -1.14, 1.25], [3.47, 0.17, 0.79], [4.69, 0.73, 1.08], [5.55, -0.05, 1.83], [6.77, 0.22, 2.24], [7.24, -0.91, 2.99], [6.19, -1.87, 2.96], [5.18, -1.36, 2.28], [3.95, -1.92, 2.00], [2.75, 0.72, 0.21], [4.97, 1.72, 0.75], [7.46, -0.62, 4.01], [8.13, -1.32, 2.51], [3.65, -2.90, 2.34], [-3.36, -0.55, -3.08], [-1.92, -1.76, -2.07], [-1.13, -2.85, -3.71], [-3.19, -3.23, -1.21], [-3.99, -1.19, -3.69], [-2.85, 0.17, -3.73], [-3.97, -0.02, -2.36], [-1.97, -3.33, -4.21], [-0.44, -3.61, -3.36], [-0.63, -2.18, -4.41], [-3.73, -3.72, -2.01], [-3.90, -2.75, -0.53], [-2.59, -3.96, -0.66]], "gap_ev": [8.239, 6.235], "s2": 6.024, "de_lowest_kcal_mol": 11.2, "multiplicity": 5, "homo_ha": [-0.52141, -0.54763], "total_charge": 2, "lumo_energy_ev": [-5.949, -8.667]}

=====

No. 6
{"formula": "C7H12N6O2P", "method": "ωB97M-V/def2-TZVPD", "species": ["N", "P", "O", "N", "O", "C", "N", "C", "N", "N", "H", "H", "H", "H", "H", "H", "H", "N", "C", "C", "C", "C", "C", "H", "H", "H", "H", "H"], "coordinates": [[0.31, 1.61, 1.54], [0.10, -0.05, 1.34], [0.12, -0.51, 2.90], [-1.68, -0.09, 1.04], [-2.10, -1.24, 0.38], [-2.71, 0.70, 1.37], [-2.66, 1.86, 2.06], [-3.91, 2.26, 2.13], [-4.75, 1.41, 1.54], [-3.98, 0.39, 1.05], [0.09, 2.17, 0.72], [1.23, 1.85, 1.91], [0.60, 0.11, 3.47], [-1.74, -1.17, -0.52], [-4.22, 3.18, 2.61], [-5.75, 1.47, 1.45], [-4.34, -0.42, 0.57], [1.81, -0.74, -1.73], [2.07, -2.03, -1.92], [3.27, -2.51, -2.42], [4.26, -1.59, -2.76], [4.00, -0.25, -2.57], [2.77, 0.13, -2.06], [1.28, -2.72, -1.64], [3.43, -3.57, -2.54], [5.21, -1.93, -3.16], [4.74, 0.50, -2.82], [2.54, 1.18, -1.90]], "gap_ev": 8.972, "de_lowest_kcal_mol": 0.0, "homo_ha": -0.43481, "total_charge": 1, "lumo_energy_ev": -2.860}

=====

No. 7
{"formula": "C3H7FS2", "method": "ωB97M-V/def2-TZVPD", "species": ["C", "C", "C", "H", "H", "H", "H", "H", "H", "H", "F", "S", "S"], "coordinates": [[0.85, 0.53, -0.97], [-0.27, -0.28, -0.37], [-0.52, -0.09, 1.14], [2.02, -0.22, 1.06], [0.96, 0.35, -1.97], [0.61, 1.63, -0.91], [-0.06, -1.33, -0.56], [-2.68, -0.72, -0.86], [-0.34, 0.92, 1.45], [-1.53, -0.39, 1.40], [0.37, -0.93, 1.98], [2.43, 0.30, -0.13], [-1.82, 0.24, -1.26]], "gap_ev": 9.786, "smiles": "FC[C@@H](S)CS", "de_lowest_kcal_mol": 12.1, "homo_ha": -0.33615, "lumo_energy_ev": 0.639}

=====

No. 8
{"formula": "C34H31N6P2Tl", "method": "ωB97M-V/def2-TZVPD", "species": ["Tl", "C", "N", "C", "C", "N", "C", "P", "C", "N", "C", "C", "N", "C", "C", "N", "C", "C", "N", "C", "H", "H", "H", "H", "H", "H", "H", "H", "H", "H", "H", "H", "H", "H", "H", "C", "C", "C", "C", "C", "C", "P", "C", "C", "C", "C", "C", "C", "C", "C", "C", "C", "C", "C", "C", "C", "C", "C", "H", "H", "H", "H", "H", "H", "H", "H", "H", "H", "H", "H", "H", "H", "H", "H"], "coordinates": [[0.23, 0.73, -0.08], [6.04, 1.32, -0.54], [4.64, 1.23, -0.95], [4.20, 1.36, -2.24], [2.85, 1.22, -2.22], [2.46, 0.99, -0.93], [3.55, 1.01, -0.18], [3.58, 0.74, 1.62], [2.25, 1.89, 2.12], [1.00, 1.95, 1.66], [0.34, 2.91, 2.38], [1.20, 3.44, 3.29], [2.40, 2.79, 3.12], [3.61, 3.05, 3.91], [2.59, -0.78, 1.70], [1.41, -0.96, 1.13], [0.96, -2.20, 1.49], [1.91, -2.79, 2.28], [2.93, -1.89, 2.41], [4.14, -2.12, 3.19], [6.42, 2.32, -0.76], [6.62, 0.58, -1.06], [6.11, 1.15, 0.53], [4.89, 1.55, -3.05], [2.14, 1.27, -3.03], [-0.69, 3.17, 2.19], [1.07, 4.21, 4.03], [3.42, 3.92, 4.53], [4.45, 3.26, 3.25], [3.84, 2.20, 4.54], [0.01, -2.59, 1.18], [1.94, -3.75, 2.76], [3.88, -2.29, 4.24], [4.80, -1.26, 3.12], [4.66, -3.00, 2.81], [-3.23, -5.38, 0.30], [-2.05, -5.12, -0.40], [-1.64, -3.81, -0.60], [-2.42, -2.75, -0.13], [-3.60, -3.01, 0.56], [-4.00, -4.33, 0.77], [-1.85, -1.06, -0.40], [-3.13, 0.05, 0.24], [-2.96, 0.61, 1.50], [-3.91, 1.47, 2.03], [-5.04, 1.77, 1.29], [-5.23, 1.21, 0.03], [-4.28, 0.35, -0.50], [-1.89, -0.77, -2.19], [-2.47, -1.66, -3.06], [-2.61, -1.35, -4.43], [-2.23, -0.12, -4.90], [-1.63, 0.83, -4.03], [-1.29, 2.12, -4.50], [-0.72, 3.05, -3.67], [-0.39, 2.68, -2.34], [-0.71, 1.44, -1.88], [-1.39, 0.48, -2.68], [-3.55, -6.40, 0.46], [-1.45, -5.94, -0.78], [-0.73, -3.62, -1.16], [-4.21, -2.20, 0.93], [-4.92, -4.53, 1.31], [-2.08, 0.35, 2.09], [-3.78, 1.89, 3.02], [-5.79, 2.44, 1.70], [-6.12, 1.45, -0.54], [-4.42, -0.08, -1.48], [-2.86, -2.60, -2.70], [-3.07, -2.07, -5.10], [-2.39, 0.15, -5.93], [-1.50, 2.37, -5.53], [-0.50, 4.04, -4.03], [0.15, 3.40, -1.73]], "gap_ev": 7.725, "homo_ha": -0.46999, "total_charge": 2, "lumo_energy_ev": -5.064}